1.
{
  "formula": "C4H6OS",
  "method": "the ωB97M-V functional and the def2-TZVPD basis",
  "elements": ["C", "H", "S", "O", "H", "H", "H", "H", "C", "H", "C", "C"],
  "coordinates": [[-1.12366, 1.88937, -1.06816], [-2.17214, 1.92764, -0.69337], [-0.92572, -0.82738, -0.36283], [-2.18372, -0.52311, 0.32750], [1.72294, -2.43994, 0.22356], [-0.81916, 2.74160, -1.49148], [0.63779, 0.53753, -1.36188], [0.71507, -0.00061, 1.65786], [-0.41250, 0.78966, -1.11347], [2.26946, -1.60305, 1.92726], [1.61006, -1.67050, 0.98166], [0.68158, -0.82122, 0.97335]],
  "e_above_lowest_kj_mol": 386.6
}

---

2.
{
  "formula": "C4H6OS",
  "method": "the ωB97M-V functional and the def2-TZVPD basis",
  "elements": ["S", "H", "C", "O", "H", "H", "H", "C", "H", "C", "C", "H"],
  "coordinates": [[0.54540, -0.71502, 0.37128], [2.94206, -1.25183, -0.35710], [-1.94464, 0.81806, 0.22310], [-1.88162, -1.39795, -0.58375], [2.94314, 0.17190, 0.64220], [-2.90036, 2.87045, -0.05341], [0.63877, 0.40720, 1.09158], [-2.49115, 1.91420, 0.11447], [2.48627, 0.19978, -1.09029], [2.45618, -0.37548, -0.20259], [-1.46352, -0.45966, 0.22766], [-1.33052, -2.18166, -0.38314]],
  "e_above_lowest_kj_mol": 589.9
}

---

3.
{
  "formula": "C4H6OS",
  "method": "the ωB97M-V functional and the def2-TZVPD basis",
  "elements": ["H", "H", "C", "H", "H", "S", "H", "C", "O", "C", "C", "H"],
  "coordinates": [[0.55352, -1.73359, -0.69025], [0.84939, 1.96681, 0.27625], [-1.84626, 0.03134, -0.28361], [-2.33304, 0.99148, -0.83489], [-1.15057, 2.03638, 0.03394], [2.45830, -0.19153, -0.14661], [0.55423, -1.41307, 0.95639], [0.65603, -0.90262, -0.04899], [-2.42075, -1.05667, 0.11164], [-0.40877, 0.16016, -0.16090], [-0.09526, 1.49448, 0.21510], [3.18318, -1.38317, 0.57191]],
  "e_above_lowest_kj_mol": 337.0,
  "smiles": "C=C(C=O)CS"
}

---

4.
{
  "formula": "C4H6OS",
  "method": "the ωB97M-V functional and the def2-TZVPD basis",
  "elements": ["S", "H", "C", "H", "O", "H", "C", "H", "H", "C", "C", "H"],
  "coordinates": [[1.68081, -0.89540, 1.76662], [2.11950, 1.95125, -0.01228], [-0.94849, -1.70145, 0.23160], [-1.58306, -2.11426, 1.01810], [2.77316, -1.61691, 1.10647], [-0.51746, -2.53959, -0.32225], [0.13836, -0.92102, 0.80820], [0.70910, 1.57557, -1.03204], [-1.55023, -1.09064, -0.43952], [1.07487, 1.63985, -0.00513], [0.95212, 0.36140, 0.68587], [0.49249, 2.39980, 0.51836]],
  "e_above_lowest_kj_mol": 338.1
}

---

5.
{
  "formula": "C4H6OS",
  "method": "the ωB97M-V functional and the def2-TZVPD basis",
  "elements": ["C", "H", "C", "H", "H", "S", "H", "H", "C", "O", "C", "H"],
  "coordinates": [[0.87465, -0.86214, -0.50868], [0.76230, -0.78857, 1.57148], [0.02735, 0.30075, -0.27848], [1.71966, -0.85877, -1.15699], [0.39883, 1.35975, -0.66195], [-2.19677, -1.20880, 0.10529], [0.34719, -1.81197, -0.55486], [1.82990, 0.48840, 0.92092], [0.99977, -0.16244, 0.76850], [-2.03783, 1.34706, 0.04760], [-1.42853, 0.23199, -0.09815], [-1.29651, 1.96475, -0.15468]],
  "e_above_lowest_kj_mol": 180.5,
  "smiles": "OC(=S)C1CC1"
}

---

6.
{
  "formula": "C4H6OS",
  "method": "the ωB97M-V functional and the def2-TZVPD basis",
  "elements": ["H", "C", "S", "C", "O", "H", "H", "C", "H", "H", "C", "H"],
  "coordinates": [[0.52095, 1.41472, -1.20702], [-0.74098, -0.63617, -0.35090], [-2.41351, 0.00060, -0.06965], [0.48724, -1.23040, 0.18685], [1.34710, 0.01300, -0.09273], [0.98403, 2.05785, 0.37859], [-0.68118, 0.46588, 1.50674], [-0.83181, 0.61114, 0.45915], [0.90995, -2.01578, -0.45659], [0.42751, -1.42225, 1.28720], [0.45071, 1.25756, -0.16695], [-0.45999, -0.51614, -1.47470]],
  "e_above_lowest_kj_mol": 398.9,
  "smiles": "C1OC[C@H]2S[C@H]12"
}